[1]
2 unconnected molecules or ions with the total composition C4H5F3N2, computed with wB97M-V/def2-TZVPD.

As for the relative energy (zero: lowest compared OMol25 entry of this formula, charge and spin): 4.1681 eV. As for the total energy: -564.36181 a.u. The multiplicity is 1. As for the gap between HOMO and LUMO: 9.59 eV.

Last columns: bonded neighbours and bond lengths (Å).
Cartesian coordinates (Å):
1 C 0.27 -1.00 0.31  C3 1.511, N5 1.391, N6 1.381
2 C -1.45 0.65 -0.58  C3 1.557, H10 1.070, H11 1.116, H12 1.116
3 C -0.99 -0.23 0.62  C1 1.511, C2 1.557, H13 1.072, H14 1.032
4 C 1.80 0.51 0.05  F7 1.357, F8 1.296, F9 1.392
5 N 0.48 -2.20 -0.36  C1 1.391, N6 1.285
6 N 0.75 -2.16 0.90  C1 1.381, N5 1.285
7 F 1.44 1.60 0.78  C4 1.357
8 F 2.96 0.05 0.40  C4 1.296
9 F 1.93 0.85 -1.29  C4 1.392
10 H -2.43 1.05 -0.71  C2 1.070
11 H -1.41 0.00 -1.48  C2 1.116
12 H -0.80 1.48 -0.95  C2 1.116
13 H -1.90 -0.78 0.80  C3 1.072
14 H -0.64 0.16 1.51  C3 1.032

Mulliken charges in e: atom 1 (C): 0.57, atom 2 (C): -1.10, atom 3 (C): -0.49, atom 4 (C): 0.67, atom 5 (N): -0.24, atom 6 (N): -0.31, atom 7 (F): -0.24, atom 8 (F): -0.23, atom 9 (F): -0.25, atom 10 (H): 0.39, atom 11 (H): 0.30, atom 12 (H): 0.28, atom 13 (H): 0.37, atom 14 (H): 0.28

***

[2]
A gas-phase ion, C4H5F3NO2S2 (charge +1), computed with wB97M-V/def2-TZVPD.

As for the relative energy (zero: lowest compared OMol25 entry of this formula, charge and spin): 1.4736 eV. As for the total energy: -1456.28101 a.u. The total charge is +1. The multiplicity is 1. As for the gap between HOMO and LUMO: 8.87 eV.

Last columns: bonded neighbours and bond lengths (Å).
Cartesian coordinates (Å):
1 O 0.44 1.27 2.48  S2 1.429
2 S -0.65 0.99 1.60  O1 1.429, O3 1.421, C4 1.831, C9 1.876
3 O -1.62 2.03 1.60  S2 1.421
4 C 0.02 0.63 -0.06  S2 1.831, N5 1.292, S8 1.786
5 N 1.24 0.63 -0.48  C4 1.292, C6 1.481, H13 1.024
6 C 1.36 0.24 -1.90  N5 1.481, C7 1.569, H14 1.104, H15 1.107
7 C 0.25 -0.87 -2.06  C6 1.569, S8 1.872, H16 1.097, H17 1.108
8 S -1.14 0.17 -1.34  C4 1.786, C7 1.872
9 C -1.38 -0.64 2.19  S2 1.876, F10 1.331, F11 1.344, F12 1.288
10 F -2.35 -1.04 1.38  C9 1.331
11 F -0.38 -1.53 2.04  C9 1.344
12 F -1.78 -0.56 3.41  C9 1.288
13 H 2.05 0.86 0.11  N5 1.024
14 H 1.14 1.02 -2.65  C6 1.104
15 H 2.31 -0.31 -2.03  C6 1.107
16 H 0.10 -1.29 -3.06  C7 1.097
17 H 0.39 -1.60 -1.24  C7 1.108

Mulliken charges in e: atom 1 (O): -0.59, atom 2 (S): 1.06, atom 3 (O): -0.52, atom 4 (C): 0.21, atom 5 (N): -0.08, atom 6 (C): -0.52, atom 7 (C): -0.55, atom 8 (S): 0.05, atom 9 (C): 0.73, atom 10 (F): -0.18, atom 11 (F): -0.22, atom 12 (F): -0.14, atom 13 (H): 0.32, atom 14 (H): 0.32, atom 15 (H): 0.38, atom 16 (H): 0.42, atom 17 (H): 0.31

***

[3]
2 unconnected molecules or ions with the total composition C4H5F6N2S, computed with wB97M-V/def2-TZVPD.

As for the relative energy (zero: lowest compared OMol25 entry of this formula, charge and spin): 3.6118 eV. As for the total energy: -1261.90546 a.u. The total charge is +1. The multiplicity is 1. As for the gap between HOMO and LUMO (alpha / beta): 4.15 / 4.15 eV.

Last columns: bonded neighbours and bond lengths (Å).
Cartesian coordinates (Å):
1 C 0.59 0.70 1.06  C3 1.588, N5 1.340, N6 1.322
2 C -0.46 -0.73 -0.69  N5 1.396, H14 1.029, H15 1.055, H16 1.082
3 C -0.06 -0.02 2.32  C1 1.588, F7 1.354, F8 1.357, F9 1.312
4 C -0.04 6.00 0.55  F10 1.285, F11 1.264, F12 1.300
5 N 0.45 0.19 -0.17  C1 1.340, C2 1.396, H17 1.083
6 N 1.28 1.80 1.34  C1 1.322, S13 1.703, H18 0.992
7 F -1.31 0.46 2.53  C3 1.354
8 F 0.62 0.33 3.44  C3 1.357
9 F -0.07 -1.33 2.24  C3 1.312
10 F 0.87 5.32 1.16  C4 1.285
11 F 0.10 6.21 -0.69  C4 1.264
12 F -1.26 5.95 1.01  C4 1.300
13 S 1.94 2.79 0.12  N6 1.703
14 H -0.02 -1.66 -0.84  C2 1.029
15 H -1.30 -0.96 -0.10  C2 1.055
16 H -0.70 -0.47 -1.72  C2 1.082
17 H 0.86 1.00 -0.76  N5 1.083
18 H 1.55 2.03 2.27  N6 0.992

Mulliken charges in e: atom 1 (C): 0.41, atom 2 (C): -0.94, atom 3 (C): 0.75, atom 4 (C): 0.73, atom 5 (N): -0.11, atom 6 (N): -0.22, atom 7 (F): -0.23, atom 8 (F): -0.28, atom 9 (F): -0.20, atom 10 (F): 0.00, atom 11 (F): 0.01, atom 12 (F): -0.03, atom 13 (S): -0.40, atom 14 (H): 0.38, atom 15 (H): 0.35, atom 16 (H): 0.35, atom 17 (H): 0.11, atom 18 (H): 0.31